Below is a structure of composition C10H34BKO10 at a distorted geometry, with properties calculated with the ωB97M-V functional and the def2-TZVPD basis.

Positions of all 56 atoms, in Å:
1 K -2.3141 -4.4392 0.9559
2 B -0.6098 -0.2612 -0.6071
3 H 0.1883 0.2954 -1.0734
4 H -0.3573 -0.4513 0.4246
5 H -1.4620 0.3964 -0.6811
6 H -0.8000 -1.1942 -1.1146
7 C -3.7221 2.3332 3.3774
8 C -2.6340 3.3933 3.8304
9 O -3.0716 4.7264 3.5955
10 O -3.8770 2.4927 1.9235
11 H -4.6838 2.3171 3.8902
12 H -3.1824 1.3876 3.4304
13 H -1.5825 3.1308 3.7146
14 H -2.7680 3.2552 4.9033
15 H -3.2691 4.9209 2.6764
16 H -3.1904 1.9584 1.5177
17 C -0.8197 -2.3503 6.3662
18 C -0.1443 -3.2207 7.4852
19 O 0.1632 -2.4483 8.5847
20 O -0.4627 -2.5712 5.0008
21 H -0.9090 -1.2968 6.6313
22 H -1.8845 -2.5624 6.4626
23 H 0.7843 -3.5981 7.0570
24 H -0.6958 -4.1328 7.7132
25 H 0.8148 -2.7493 9.2222
26 H 0.3125 -2.0288 4.8380
27 C -1.9090 -0.8950 -6.5306
28 C -0.5206 -0.2137 -6.6549
29 O 0.3786 -0.7145 -5.6547
30 O -2.1382 -2.2445 -6.9844
31 H -2.6077 -0.2468 -7.0595
32 H -2.2705 -0.7238 -5.5166
33 H -0.4900 0.8593 -6.4654
34 H -0.0574 -0.5265 -7.5906
35 H -0.0101 -0.6248 -4.7815
36 H -2.4472 -2.3149 -7.8906
37 C 1.8075 4.2307 -1.3689
38 C 1.2364 3.7083 -2.6297
39 O -0.0924 3.4967 -2.5976
40 O 1.8234 3.3177 -0.3172
41 H 1.1511 5.0463 -1.0654
42 H 2.7674 4.6831 -1.6180
43 H 1.7326 2.8483 -3.0795
44 H 1.3667 4.4113 -3.4524
45 H -0.2793 2.8552 -1.9083
46 H 1.0490 2.7596 -0.4184
47 C 4.2322 -3.3418 -2.0931
48 C 4.0442 -2.3052 -0.9819
49 O 2.9337 -2.6891 -0.2458
50 O 4.8392 -2.5354 -3.0827
51 H 3.2786 -3.7893 -2.3730
52 H 4.9350 -4.1207 -1.7973
53 H 3.8554 -1.3181 -1.4040
54 H 4.9137 -2.2554 -0.3265
55 H 2.2729 -1.9966 -0.3192
56 H 4.3823 -2.6630 -3.9173

Results
Spin multiplicity: 1
Molar mass (g mol⁻¹): 364.28
Orbital gap (eV): 6.185
E_tot (eV): -48388.965
Lowest unoccupied orbital energy (eV): -2.008